# C8H7N4O3PdS

A structure of composition C8H7N4O3PdS at a distorted geometry (wB97M-V/def2-TZVPD, the OMol25 dataset).

As for the total charge: -1. As for the largest force on an atom: 3.3 eV Å⁻¹. The calculation puts the orbital gap at 6.854 eV. The lowest unoccupied orbital energy comes out at 2.511 eV. The calculation puts the total energy at -1279.86756 a.u.

Structure (XYZ):
```
24
Properties=species:S:1:pos:R:3:forces:R:3:nbo_charge:R:1
Pd -1.4675 0.2404 -1.2685 1.4 0.7 -0.3 0.81
S -1.6834 -1.4243 -2.9756 0.3 1.2 0.7 -0.20
O -3.4282 0.7247 -3.8461 0.6 0.4 1.8 -0.45
O -2.9534 1.5897 -1.8979 1.4 -1.3 0.9 -0.55
O -1.0603 1.4726 0.5149 -0.5 -0.5 -1.0 -0.72
N 0.4330 -2.8739 -3.6428 0.0 -0.1 0.0 -0.82
N 0.3301 -0.6636 -0.8989 -1.3 0.0 1.6 -0.30
N 0.7486 -1.5906 -1.7880 1.1 -1.2 -0.9 -0.45
N -3.7693 1.2739 -2.7969 -2.4 0.4 -2.2 0.30
C 0.9107 -0.7232 0.2761 -0.3 -0.2 -1.4 0.13
C 1.6859 0.0187 2.4346 0.0 0.0 0.0 -0.14
C 1.6665 0.8348 3.5381 0.4 -0.3 0.2 -0.32
C 0.7980 0.1888 1.3565 -0.6 0.4 0.5 -0.26
C 0.7095 1.8474 3.6167 -0.2 0.0 -0.2 -0.18
C -0.0396 -1.9349 -2.7531 -0.3 0.1 0.7 0.25
C -0.1914 1.2338 1.4205 0.3 -0.4 -0.2 0.43
C -0.1938 2.0251 2.6022 0.0 0.3 0.1 -0.30
H 1.4354 -2.9734 -3.6535 0.0 0.0 0.0 0.38
H 1.5640 -1.5850 0.4355 0.3 0.3 -0.3 0.19
H -0.0256 -2.8859 -4.5382 0.1 0.0 0.0 0.39
H -0.9434 2.7998 2.6646 -0.1 0.1 0.0 0.21
H 2.4218 -0.7747 2.3662 0.0 0.0 0.0 0.19
H 2.3739 0.6914 4.3437 0.0 0.0 0.0 0.20
H 0.6783 2.4882 4.4901 -0.1 0.0 0.0 0.20
```
Positions in Å, forces in eV/Å.

---

# C8H7NO2S

A structure of composition C8H7NO2S at a distorted geometry (wB97M-V/def2-TZVPD, the OMol25 dataset).

As for the total charge: 0. As for the largest force on an atom: 3.3 eV Å⁻¹. The calculation puts the orbital gap at 9.688 eV. The lowest unoccupied orbital energy comes out at 0.320 eV. The calculation puts the total energy at -912.36150 a.u. The relative energy (zero: lowest compared OMol25 entry of this formula, charge and spin) is 1.6265 eV.

Structure (XYZ):
```
19
Properties=species:S:1:pos:R:3:forces:R:3:nbo_charge:R:1
S -4.0307 0.3093 -0.4599 -0.2 -1.5 0.0 1.26
O -1.9094 0.7372 -1.1891 1.6 0.0 -0.3 -0.54
O -3.2061 -1.2160 -0.1706 -0.9 -0.4 -0.9 -0.76
N -4.1721 1.0252 0.7596 -0.3 1.1 0.9 -0.81
C 1.9535 1.1692 0.9848 -0.1 1.0 1.7 -0.19
C 0.2338 0.0325 -0.2811 0.6 2.2 -0.4 -0.14
C 2.4895 -0.4032 -0.6273 1.5 -0.8 -2.4 -0.18
C 2.9555 0.4243 0.3782 -2.4 -0.4 -0.6 -0.21
C -1.8718 -1.2040 0.1519 0.5 0.7 -0.6 -0.17
C 0.6080 1.0256 0.6625 -0.5 -1.1 -0.4 -0.20
C 1.1877 -0.6401 -1.0403 -0.2 1.6 2.8 -0.20
C -1.1931 -0.0433 -0.5862 -1.4 -0.9 0.8 0.60
H -1.7451 -0.9332 1.2154 0.4 -0.6 -0.1 0.21
H 3.9961 0.3919 0.5761 0.7 0.6 0.4 0.23
H 2.1577 1.8845 1.7934 0.2 -0.3 -0.4 0.22
H -1.3298 -2.1391 -0.1625 -0.6 0.6 0.7 0.22
H -0.2206 1.5836 1.1544 1.0 -0.3 -0.3 0.24
H 0.8612 -1.2592 -1.8178 0.1 -0.9 -1.1 0.22
H 3.2358 -0.7451 -1.3415 0.2 -0.6 0.4 0.21
```
Positions in Å, forces in eV/Å.

---

# C8H7NO3

The molecule C8H7NO3 at a distorted geometry (wB97M-V/def2-TZVPD, the OMol25 dataset).

As for the total charge: 0. As for the largest force on an atom: 5.6 eV Å⁻¹. The calculation puts the orbital gap at 9.251 eV. As for the SMILES: COc1ccc2c(=O)[nH]oc2c1. The lowest unoccupied orbital energy comes out at 0.309 eV. The calculation puts the total energy at -589.41925 a.u. The relative energy (zero: lowest compared OMol25 entry of this formula, charge and spin) is 2.6931 eV.

Structure (XYZ):
```
19
Properties=species:S:1:pos:R:3:forces:R:3:nbo_charge:R:1
O -1.7877 0.1419 -1.4599 -0.8 0.4 -0.4 -0.32
O -2.6423 -2.1505 0.9684 -0.3 -2.3 1.0 -0.55
O 2.5646 1.3799 -0.5840 0.6 -0.2 1.6 -0.51
N -2.6864 -0.5810 -0.6354 0.8 -0.2 0.0 -0.33
C 0.3310 1.0386 -0.8851 3.8 1.0 0.6 -0.33
C -0.6637 0.2299 -0.7297 -3.3 -4.0 2.1 0.34
C 0.2513 -0.7417 1.3079 1.7 -2.3 0.9 -0.10
C -2.0037 -1.4489 0.2617 -0.3 3.9 -0.3 0.63
C 3.6493 1.6708 0.3724 -0.3 1.7 -1.7 -0.27
C -0.7209 -0.7497 0.3477 0.6 0.3 -0.4 -0.26
C 1.4523 0.7310 -0.0567 1.0 2.5 -2.2 0.38
C 1.4166 -0.0181 1.0723 -0.4 0.6 0.1 -0.36
H 3.1135 2.1166 1.2348 1.0 -0.3 -0.1 0.19
H 4.3521 2.4505 -0.1451 -1.6 -1.3 1.0 0.21
H 0.4627 1.8832 -1.5086 -0.2 0.3 -0.9 0.25
H 2.1777 0.0712 1.8103 0.6 -0.4 0.2 0.23
H -3.3999 -0.9930 -1.1695 -1.0 -0.4 -1.1 0.38
H 0.4671 -1.5092 2.1277 -1.6 1.1 -1.0 0.24
H 4.2809 0.8052 0.5583 -0.3 -0.2 0.4 0.19
```
Positions in Å, forces in eV/Å.

---

# C8H7O

The ion C8H7O with charge +1 at a distorted geometry (wB97M-V/def2-TZVPD, the OMol25 dataset).

As for the total charge: +1. As for the largest force on an atom: 5.3 eV Å⁻¹. The calculation puts the orbital gap at 7.814 eV. The lowest unoccupied orbital energy comes out at -6.617 eV. The calculation puts the total energy at -383.90651 a.u. The relative energy (zero: lowest compared OMol25 entry of this formula, charge and spin) is 1.4811 eV.

Structure (XYZ):
```
16
Properties=species:S:1:pos:R:3:forces:R:3:nbo_charge:R:1
O -0.2842 -1.5287 -1.7528 0.4 3.9 3.6 -0.44
C -0.3592 -0.0627 -0.9085 0.8 -3.1 -3.4 0.46
C 0.3588 0.8457 1.2286 -2.0 0.8 1.9 -0.09
C 0.1766 -0.2635 0.3814 0.2 -1.6 -0.7 -0.25
C -0.7765 2.1992 -0.5149 1.4 -0.1 -0.9 -0.04
C -0.1973 2.0185 0.7588 0.8 -2.0 -1.0 -0.21
C 0.4781 -1.6079 0.4639 -0.1 0.3 -0.3 0.18
C -0.7132 1.1641 -1.4734 -2.3 -0.9 -0.5 -0.29
C 0.3120 -2.3882 -0.7317 -0.7 1.2 -1.9 -0.19
H 0.5202 0.8329 2.3615 0.6 -0.4 -2.0 0.27
H 0.7975 -2.1871 1.2651 0.8 -0.3 1.9 0.24
H -1.0382 3.2409 -0.7607 -0.3 -0.8 -0.2 0.26
H -0.0113 2.8246 1.3475 -0.2 2.5 1.6 0.24
H -1.2336 1.1789 -2.5014 1.3 0.3 1.7 0.29
H 1.3143 -2.7746 -1.0704 -0.6 0.3 0.2 0.29
H -0.3187 -3.2677 -0.5454 0.0 0.0 -0.1 0.28
```
Positions in Å, forces in eV/Å.

---

# C8H7O3

The ion C8H7O3 with charge -1 at a distorted geometry (wB97M-V/def2-TZVPD, the OMol25 dataset).

As for the total charge: -1. As for the largest force on an atom: 5.2 eV Å⁻¹. The calculation puts the orbital gap at 7.360 eV. The lowest unoccupied orbital energy comes out at 3.605 eV. The calculation puts the total energy at -534.72699 a.u. The relative energy (zero: lowest compared OMol25 entry of this formula, charge and spin) is 1.5534 eV.

Structure (XYZ):
```
18
Properties=species:S:1:pos:R:3:forces:R:3:nbo_charge:R:1
O 0.9060 -2.0279 0.1914 -0.1 -0.5 0.1 -0.71
O -1.3844 2.4938 0.5154 -0.5 -0.9 -0.2 -0.54
O 2.0771 2.1372 -0.4095 -0.1 0.1 0.1 -0.65
C 3.0923 0.0035 0.0199 -0.1 0.4 -0.2 -0.70
C 1.8876 0.9525 -0.1275 1.1 -0.2 -0.1 0.47
C 0.2287 -0.9881 0.2397 0.2 -0.2 0.0 0.44
C -1.3007 -1.1010 0.4903 0.4 0.1 0.0 -0.50
C 0.6681 0.3176 0.0981 -4.6 2.3 0.4 -0.38
C -1.9717 0.1548 0.0314 -1.5 -0.9 -0.6 -0.13
C -1.1977 1.3412 0.2659 4.9 -0.1 0.1 0.62
C -3.0373 0.1915 -0.7826 0.3 0.1 0.4 -0.38
H 3.1578 -0.3278 1.0534 0.0 -0.2 0.1 0.21
H -3.4391 1.1282 -1.1325 0.0 0.2 -0.1 0.19
H 4.0057 0.5267 -0.2580 0.0 0.1 0.0 0.20
H -3.5145 -0.7056 -1.1447 0.0 -0.2 0.0 0.18
H -1.4363 -1.2351 1.5681 0.0 0.0 0.0 0.22
H 2.9483 -0.8739 -0.6054 0.0 -0.1 0.1 0.23
H -1.6901 -1.9877 -0.0134 0.0 0.1 0.0 0.21
```
Positions in Å, forces in eV/Å.

---

# C8H7OS

The ion C8H7OS with charge +1 at a distorted geometry (wB97M-V/def2-TZVPD, the OMol25 dataset).

As for the total charge: +1. As for the largest force on an atom: 5.3 eV Å⁻¹. The calculation puts the orbital gap (alpha / beta) at 7.126 / 6.419 eV. The lowest unoccupied orbital energy (alpha / beta) comes out at -5.571 / -6.285 eV. The calculation puts the total energy at -782.00436 a.u. The relative energy (zero: lowest compared OMol25 entry of this formula, charge and spin) is 2.8449 eV.

Structure (XYZ):
```
17
Properties=species:S:1:pos:R:3:forces:R:3:nbo_charge:R:1
S -0.8997 0.7210 -2.2696 0.6 -0.3 0.5 0.20
O -0.0137 -1.2426 -0.0167 1.3 -4.0 -1.2 -0.38
C 0.5667 0.4023 1.4895 -1.3 0.0 -2.4 -0.22
C -0.2914 1.1313 -0.7198 -1.5 -1.7 0.0 -0.28
C -0.5125 2.4392 -0.1976 0.9 0.9 0.6 -0.16
C 0.1004 0.0604 0.2087 -0.3 4.3 0.8 0.28
C 0.4450 1.6957 1.9100 0.8 0.9 -0.1 -0.15
C -0.0788 -3.2918 -1.3616 3.0 -3.9 -1.7 -0.88
C -0.4119 -2.0928 -0.8396 -1.9 4.8 1.1 0.77
C -0.1279 2.7248 1.1279 -0.5 0.4 -0.9 -0.18
H -0.2867 3.7769 1.4732 0.4 -1.2 0.0 0.26
H 0.7525 -3.1123 -2.1206 -0.9 0.3 0.4 0.36
H -0.8705 3.2767 -0.8839 0.4 -1.5 1.0 0.27
H 1.0153 1.8258 2.8154 -0.5 0.9 0.5 0.25
H 0.4212 -4.1396 -0.8606 0.2 0.7 1.2 0.32
H 1.0301 -0.3131 2.0910 0.5 -1.1 0.9 0.24
H -0.8379 -3.8619 -1.8457 -1.2 0.4 -0.7 0.31
```
Positions in Å, forces in eV/Å.

---

# C8H8

A cluster of 2 separate species, C8H8 in total at a distorted geometry (wB97M-V/def2-TZVPD, the OMol25 dataset).

As for the total charge: 0. As for the largest force on an atom: 6.2 eV Å⁻¹. The calculation puts the orbital gap at 10.027 eV. As for the SMILES: c1ccccc1.C#C. The lowest unoccupied orbital energy comes out at 1.113 eV. The calculation puts the total energy at -309.49545 a.u. The relative energy (zero: lowest compared OMol25 entry of this formula, charge and spin) is 3.2203 eV.

Structure (XYZ):
```
16
Properties=species:S:1:pos:R:3:forces:R:3:nbo_charge:R:1
C 0.6672 -0.6636 -0.8674 -1.0 0.6 1.1 -0.23
C 0.1742 0.5512 -0.3156 2.3 -0.9 0.6 -0.18
C -2.2531 1.5156 -1.1597 -5.2 1.5 3.1 -0.21
C 1.0794 -1.6862 -0.0050 -0.3 1.3 -0.4 -0.20
C 1.0897 -1.4719 1.3540 0.3 -0.2 1.2 -0.23
C 0.6591 -0.2643 1.8945 0.3 0.6 0.2 -0.20
C 0.2397 0.7881 1.0676 -0.7 -1.2 -0.6 -0.23
C -1.4564 1.3666 -1.9970 0.5 -0.8 -4.0 -0.28
H 1.4670 -2.2478 2.0500 -0.4 0.5 -0.6 0.21
H -3.0712 1.7209 -0.4281 1.5 -0.3 -1.1 0.25
H 0.5762 -0.8504 -1.9315 0.2 0.0 0.0 0.20
H -0.2269 1.6935 1.4533 0.4 -0.1 0.1 0.21
H 0.7241 -0.1370 2.9787 -0.2 0.0 -0.3 0.21
H 1.3834 -2.6179 -0.3876 0.4 -1.0 -0.5 0.21
H -0.8192 0.9730 -2.7566 0.0 0.4 0.0 0.25
H -0.2334 1.3304 -0.9495 1.8 -0.5 1.2 0.22
```
Positions in Å, forces in eV/Å.

---

# C8H8

The molecule C8H8 at a distorted geometry (wB97M-V/def2-TZVPD, the OMol25 dataset).

As for the total charge: 0. As for the largest force on an atom: 2.6 eV Å⁻¹. The calculation puts the orbital gap at 8.418 eV. As for the SMILES: C1=CC2=CCCC2=C1. The lowest unoccupied orbital energy comes out at 0.372 eV. The calculation puts the total energy at -309.57780 a.u. The relative energy (zero: lowest compared OMol25 entry of this formula, charge and spin) is 0.9794 eV.

Structure (XYZ):
```
16
Properties=species:S:1:pos:R:3:forces:R:3:nbo_charge:R:1
C 1.8940 0.5788 0.2472 1.5 1.3 -0.3 -0.26
C -1.5027 -0.4285 -0.4505 -1.0 -1.1 0.2 -0.43
C 0.4812 1.0657 -1.5161 -1.1 0.8 -0.5 -0.26
C -0.2125 0.2636 -0.6833 -0.3 -0.1 0.3 -0.01
C 0.0733 -0.8056 1.3592 -0.8 -1.4 2.1 -0.06
C -1.3433 -1.0824 0.9928 -0.1 1.0 -1.2 -0.43
C 1.7738 1.2897 -0.9174 0.7 -0.6 0.9 -0.18
C 0.6476 -0.0529 0.4661 0.8 0.6 -1.4 -0.11
H 2.5065 1.9200 -1.3808 0.4 0.2 0.0 0.21
H -1.5778 -2.1234 0.9996 -0.2 -0.9 0.0 0.21
H -2.0306 -0.6012 1.6708 -0.2 0.2 0.5 0.22
H 0.1568 1.6526 -2.3933 0.0 -0.8 0.4 0.21
H -2.4084 0.1911 -0.4802 0.3 0.1 -0.1 0.22
H 2.7203 0.5861 0.9512 0.0 0.0 -0.3 0.22
H -1.6823 -1.2516 -1.1665 0.1 0.4 0.1 0.22
H 0.5040 -1.2020 2.3013 -0.2 0.4 -0.7 0.21
```
Positions in Å, forces in eV/Å.

---

# C8H8

The molecule C8H8 at a distorted geometry (wB97M-V/def2-TZVPD, the OMol25 dataset).

As for the total charge: 0. As for the largest force on an atom: 5.8 eV Å⁻¹. The calculation puts the orbital gap at 9.404 eV. As for the SMILES: C=Cc1ccccc1. The lowest unoccupied orbital energy comes out at 0.751 eV. The calculation puts the total energy at -309.55601 a.u. The relative energy (zero: lowest compared OMol25 entry of this formula, charge and spin) is 1.5725 eV.

Structure (XYZ):
```
16
Properties=species:S:1:pos:R:3:forces:R:3:nbo_charge:R:1
C 2.6259 -0.3478 -1.3257 -0.4 -1.2 1.0 -0.37
C -0.0040 -0.5697 1.2367 -2.6 3.0 -4.3 -0.18
C -0.3878 0.3589 -1.0584 -1.3 0.0 -0.4 -0.20
C -1.1000 0.0736 1.7199 -2.0 0.6 0.2 -0.20
C 1.6554 -0.8346 -0.4835 4.1 -2.4 -3.1 -0.21
C -1.9667 0.7050 0.7964 -0.4 2.2 0.4 -0.22
C -1.5483 0.9816 -0.4760 -0.3 -0.7 -3.0 -0.20
C 0.3405 -0.3899 -0.1751 0.0 0.2 2.3 -0.09
H 0.6931 -0.9874 1.7836 3.2 -2.2 2.9 0.20
H -0.1500 0.2736 -2.1922 -0.4 0.8 2.2 0.24
H 1.9957 -1.8955 -0.2538 -1.0 1.3 0.6 0.21
H -2.8918 1.2865 1.1132 1.3 -1.1 -0.1 0.22
H -1.4497 0.2704 2.7491 0.8 -1.0 -0.3 0.22
H 3.5327 -0.9260 -1.5565 -0.6 -0.4 0.7 0.19
H 2.7775 0.5446 -1.8742 -1.0 1.4 -0.1 0.19
H -2.1978 1.5718 -1.1747 0.6 -0.5 0.9 0.21
```
Positions in Å, forces in eV/Å.

---

# C8H8AlF12O13S4

A structure of composition C8H8AlF12O13S4 at a distorted geometry (wB97M-V/def2-TZVPD, the OMol25 dataset).

As for the total charge: -1. As for the largest force on an atom: 3.7 eV Å⁻¹. The calculation puts the orbital gap at 3.447 eV. The lowest unoccupied orbital energy comes out at -3.373 eV. The calculation puts the total energy at -4321.16280 a.u. The relative energy (zero: lowest compared OMol25 entry of this formula, charge and spin) is 2.7297 eV.

Structure (XYZ):
```
46
Properties=species:S:1:pos:R:3:forces:R:3:nbo_charge:R:1
S 0.3649 -2.6820 2.8821 -0.4 2.6 -2.7 2.25
S 1.2346 -1.9361 -0.9118 -1.1 1.4 1.0 2.27
S -2.0789 0.5738 -1.1178 0.6 -0.3 1.3 2.28
S -3.0866 -0.6165 2.4501 0.6 -1.3 -0.2 2.25
Al 0.7896 1.3890 1.7809 -0.5 -1.1 -0.9 0.91
F -4.4826 1.4671 3.5144 -0.3 -0.2 0.1 -0.32
F -1.8854 2.2696 -3.0613 0.0 -0.8 -0.7 -0.34
F 3.1433 -3.5726 0.1991 -0.5 -0.2 -0.1 -0.31
F -2.7702 0.2902 -3.5890 -0.8 0.3 -0.8 -0.31
F -0.5906 -2.2042 5.3102 0.2 -1.1 -0.5 -0.32
F 3.7886 -2.5489 -1.5295 0.3 0.4 -0.8 -0.32
F -5.6979 -0.2846 3.0249 -0.3 0.1 0.3 -0.31
F -0.5959 -4.3420 4.7299 0.2 0.3 0.2 -0.30
F -0.6626 0.4723 -3.4391 0.0 0.5 0.2 -0.30
F 2.3376 -4.1555 -1.7382 0.2 -0.4 -0.2 -0.31
F 1.2440 -3.3228 5.2955 0.4 -0.4 0.2 -0.31
F -4.9114 0.9812 1.4387 -0.5 0.1 0.5 -0.30
O -3.3369 -1.5153 1.3008 -0.5 1.0 1.0 -0.73
O -0.9084 -2.8184 2.1267 1.0 -0.3 1.5 -0.75
O -1.9478 0.2455 2.1594 -0.5 0.7 0.0 -0.88
O -2.0186 -0.8869 -0.9665 -0.1 0.5 -0.3 -0.77
O -0.9063 1.2020 -0.4720 -0.9 -0.1 -0.5 -0.95
O 1.5042 -0.8342 0.0229 0.8 -0.7 0.7 -0.91
O -3.3894 1.1254 -0.8113 1.2 -0.1 -0.6 -0.89
O 0.0880 -2.7231 -0.4574 1.1 -0.2 -0.6 -0.77
O 0.7334 -1.2247 2.9124 -0.5 -1.7 0.9 -0.92
O -2.9171 -1.3217 3.7070 -0.7 0.4 -0.3 -0.86
O 1.4155 -3.4951 2.3298 -0.1 -0.4 1.0 -0.89
O 1.7390 2.1684 -0.8795 -0.4 2.3 1.6 -0.55
O 1.1334 -1.3385 -2.2184 0.2 -1.1 -0.8 -0.90
C 2.7727 2.6228 -2.9581 1.7 -0.3 -1.1 -0.44
C 2.2381 3.9180 -2.4259 -1.9 -0.8 -0.5 -0.43
C 0.0868 -3.2014 4.6784 -0.8 1.5 -0.6 0.75
C -1.8140 0.9143 -2.9458 0.3 0.0 1.7 0.72
C 2.7394 -3.1413 -0.9921 -1.1 1.0 1.0 0.75
C 2.6086 1.6572 -1.8113 0.5 -2.4 -1.8 -0.08
C -4.6909 0.4749 2.6519 2.3 -0.7 -1.3 0.76
C 1.1257 3.3211 -1.5019 0.6 0.9 0.4 -0.08
H 2.3003 2.1722 -3.8324 -0.8 0.7 0.0 0.21
H 2.1002 0.7992 -2.2569 0.4 -0.5 0.3 0.21
H 3.7986 2.6523 -3.3344 0.3 0.3 0.5 0.20
H 0.1930 2.9565 -1.9310 0.2 0.4 -0.6 0.20
H 0.8859 4.1369 -0.8170 -0.2 -0.6 0.7 0.18
H 3.5773 1.3176 -1.4405 -0.2 0.2 0.7 0.17
H 1.7972 4.5247 -3.2174 0.0 0.2 0.1 0.21
H 2.9516 4.5137 -1.8587 0.0 -0.2 0.1 0.20
```
Positions in Å, forces in eV/Å.